{"formula": "C30H27ClHgN6O7P3", "method": "the ωB97M-V functional and the def2-TZVPD basis", "fmax_ev_per_a": 1.04, "homo_ev": [0.8, -2.5], "lumo_energy_ha": [0.151, 0.151], "de_lowest_kj_mol": 166.6, "spin_multiplicity": 2, "s2": 0.77, "charge": -2, "elements": ["Hg", "Cl", "C", "C", "C", "C", "C", "C", "P", "C", "C", "C", "C", "C", "C", "C", "C", "C", "C", "C", "C", "H", "H", "H", "H", "H", "H", "H", "H", "H", "H", "H", "H", "H", "H", "O", "P", "O", "O", "O", "P", "O", "O", "O", "H", "H", "C", "C", "C", "C", "N", "C", "C", "C", "C", "C", "C", "C", "H", "H", "H", "H", "H", "H", "H", "H", "N", "N", "N", "C", "N", "N", "H", "H", "H"], "coordinates": [[0.2293, -0.2214, 0.2994], [1.1122, 3.2251, -0.7386], [-0.2580, 4.1809, -0.3198], [-0.0735, 5.5336, -0.0753], [-1.1519, 6.3213, 0.2874], [-2.4087, 5.7538, 0.3989], [-2.5846, 4.3976, 0.1590], [-1.5212, 3.5806, -0.2167], [-1.6612, 1.7498, -0.3983], [-1.9159, 1.5776, -2.2073], [-1.8538, 2.6292, -3.1139], [-2.0288, 2.3933, -4.4741], [-2.2537, 1.1054, -4.9346], [-2.2976, 0.0456, -4.0354], [-2.1254, 0.2816, -2.6831], [-3.3814, 1.4842, 0.2083], [-3.5728, 1.0134, 1.5058], [-4.8526, 0.8788, 2.0277], [-5.9596, 1.1912, 1.2526], [-5.7831, 1.6310, -0.0542], [-4.5012, 1.7773, -0.5705], [0.9199, 5.9574, -0.1599], [-1.0042, 7.3750, 0.4916], [-3.2554, 6.3682, 0.6825], [-3.5665, 3.9622, 0.2718], [-1.6631, 3.6361, -2.7598], [-1.9693, 3.2162, -5.1776], [-2.3578, 0.9204, -5.9976], [-2.4277, -0.9678, -4.3953], [-2.1054, -0.5457, -1.9829], [-2.7085, 0.7459, 2.1008], [-4.9815, 0.5183, 3.0413], [-6.9582, 1.0799, 1.6597], [-6.6435, 1.8732, -0.6677], [-4.3701, 2.1178, -1.5912], [-0.6675, 2.2918, 2.5138], [0.2577, 1.2545, 3.3944], [-0.0151, 1.5442, 4.8202], [0.0435, -0.1291, 2.8170], [1.7413, 1.7461, 2.9924], [2.8398, 0.9863, 2.0118], [2.9184, -0.4720, 2.7034], [4.1248, 1.6936, 2.1529], [2.2410, 0.8220, 0.6206], [-0.7479, 3.0883, 3.0589], [2.0023, -0.8025, 2.8157], [0.3062, -0.2236, -4.8871], [0.2209, -1.6280, -5.0735], [0.3022, -2.4556, -3.9884], [0.4709, -1.9255, -2.6690], [0.4673, -0.5463, -2.5032], [0.4070, 0.2281, -3.5758], [0.6188, -2.7768, -1.5157], [0.9128, -4.1683, -1.6871], [1.0876, -5.0229, -0.6145], [0.9570, -4.5458, 0.6941], [0.6326, -3.1922, 0.8779], [0.4801, -2.3026, -0.1694], [0.2525, 0.4714, -5.7173], [0.0822, -2.0434, -6.0676], [0.2201, -3.5237, -4.1404], [0.4395, 1.3004, -3.3790], [1.0725, -4.5638, -2.6814], [1.3499, -6.0629, -0.7919], [1.1192, -5.2004, 1.5473], [0.5191, -2.8222, 1.8939], [-2.2667, -4.9380, 0.2870], [-2.8191, -3.6768, 0.1559], [-3.7198, -3.3969, -0.7533], [-3.9113, -2.1065, -0.5154], [-3.1614, -1.6540, 0.5006], [-2.4734, -2.6822, 0.9240], [-1.7657, -5.1197, -0.5775], [-1.5484, -4.8303, 0.9964], [-4.5931, -1.4904, -1.0813]], "mulliken_charge": [1.11, -0.12, 0.78, -0.71, -0.45, -0.85, -0.52, -0.32, 0.85, 0.89, -0.54, -0.75, -0.70, -0.26, -0.68, 0.34, -0.23, -0.47, -0.60, -0.73, -0.40, 0.46, 0.33, 0.36, 0.37, 0.38, 0.34, 0.37, 0.38, 0.33, 0.34, 0.40, 0.33, 0.41, 0.35, -0.14, 0.60, -0.91, -0.64, -0.30, 0.50, -0.58, -0.81, -0.52, 0.20, 0.43, -1.09, -0.76, -0.87, 0.75, 0.12, -0.28, 1.56, -1.18, -0.43, -1.20, 0.57, -0.83, 0.49, 0.33, 0.22, 0.72, 0.20, 0.31, 0.34, 0.37, -0.86, 1.29, -1.10, -0.21, 0.19, -0.67, 0.33, 0.45, 0.58]}

{"formula": "C30H27CrO5S", "method": "the ωB97M-V functional and the def2-TZVPD basis", "fmax_ev_per_a": 3.05, "homo_ev": [-9.5, -9.6], "lumo_energy_ha": [-0.105, -0.225], "spin_multiplicity": 3, "s2": 2.06, "charge": 1, "elements": ["C", "C", "O", "C", "C", "S", "C", "C", "O", "H", "H", "H", "H", "H", "H", "H", "H", "H", "H", "H", "H", "O", "C", "Cr", "C", "O", "C", "O", "C", "C", "C", "C", "C", "C", "C", "C", "C", "C", "C", "C", "C", "C", "C", "C", "C", "C", "C", "C", "C", "H", "H", "H", "H", "H", "H", "H", "H", "H", "H", "H", "H", "H", "H", "H"], "coordinates": [[-1.0810, 1.1639, -5.7538], [-0.5139, 1.8651, -4.5505], [-1.3801, 1.6842, -3.4021], [-0.7395, 2.0421, -2.2478], [-1.6631, 2.2426, -1.1579], [-1.2017, 3.2267, 0.1305], [-1.0200, 4.8499, -0.6956], [-2.8548, 3.5873, 0.8479], [0.4939, 2.1375, -2.1844], [-0.5889, 1.5443, -6.6527], [-0.8716, 0.0938, -5.7079], [-2.1552, 1.3070, -5.8664], [0.4716, 1.4442, -4.3248], [-0.4209, 2.9471, -4.7388], [-2.6890, 1.8887, -1.2272], [-0.0480, 4.8510, -1.2091], [-1.8552, 4.9131, -1.4097], [-1.0844, 5.6321, 0.0776], [-3.2035, 2.7096, 1.4156], [-2.7608, 4.4771, 1.5012], [-3.5063, 3.7968, -0.0189], [4.3385, -4.5623, 3.6097], [4.2508, -3.5460, 3.0390], [4.0253, -2.1232, 1.8093], [2.4990, -3.0707, 1.2667], [1.6408, -3.7878, 0.9301], [4.9506, -3.2698, 0.6208], [5.3923, -4.1350, -0.0198], [5.5347, -0.6749, 2.3778], [4.5499, -0.7365, 3.3697], [3.2022, -0.5933, 3.0214], [2.8173, -0.2761, 1.6996], [1.4273, -0.1065, 1.2919], [0.2869, -0.2676, 0.8715], [-1.0376, -0.6162, 0.5782], [-1.2374, -1.3881, -0.6375], [-0.2264, -1.3479, -1.6377], [-0.2726, -2.1222, -2.7877], [-1.3701, -2.9555, -3.0265], [-2.3809, -3.0269, -2.0648], [-2.3021, -2.2811, -0.8975], [-2.0060, -0.3778, 1.6328], [-1.6484, 0.4836, 2.7149], [-2.4790, 0.7145, 3.7997], [-3.7310, 0.0970, 3.8781], [-4.1024, -0.7801, 2.8505], [-3.2775, -0.9820, 1.7575], [3.8244, -0.3302, 0.7120], [5.1763, -0.4461, 1.0462], [6.5759, -0.8056, 2.6415], [4.8229, -0.9198, 4.4088], [2.4207, -0.7283, 3.7704], [0.6341, -0.6892, -1.4986], [0.5525, -2.0692, -3.5050], [-1.4139, -3.5641, -3.9215], [-3.2413, -3.6781, -2.2216], [-3.0727, -2.4372, -0.1622], [-0.6677, 0.9684, 2.7031], [-2.1493, 1.3868, 4.5995], [-4.3783, 0.2603, 4.7280], [-5.0562, -1.3061, 2.9072], [-3.6353, -1.6510, 0.9896], [3.5081, -0.2789, -0.3303], [5.9278, -0.3830, 0.2603]], "nbo_charge": [-0.63, -0.08, -0.48, 0.68, -0.34, 0.92, -0.73, -0.73, -0.55, 0.23, 0.22, 0.22, 0.21, 0.19, 0.27, 0.28, 0.25, 0.27, 0.29, 0.27, 0.25, -0.49, 0.78, -1.16, 0.78, -0.50, 0.78, -0.49, -0.23, -0.14, -0.22, -0.07, 0.00, 0.06, -0.12, -0.11, -0.13, -0.23, -0.18, -0.20, -0.17, -0.01, -0.23, -0.23, -0.19, -0.21, -0.20, -0.17, -0.16, 0.25, 0.25, 0.25, 0.21, 0.22, 0.22, 0.23, 0.20, 0.22, 0.22, 0.23, 0.23, 0.20, 0.24, 0.25]}

{"formula": "C30H27N4OPPdS2", "method": "the ωB97M-V functional and the def2-TZVPD basis", "fmax_ev_per_a": 0.19, "homo_ev": -8.0, "lumo_energy_ha": -0.001, "de_lowest_kj_mol": 1.4, "elements": ["Pd", "O", "C", "N", "C", "C", "C", "C", "C", "C", "N", "C", "C", "C", "C", "C", "N", "H", "H", "H", "H", "H", "H", "H", "H", "H", "H", "S", "P", "S", "C", "C", "C", "C", "C", "C", "C", "C", "C", "C", "C", "C", "H", "H", "H", "H", "H", "H", "H", "H", "H", "H", "C", "C", "C", "C", "N", "C", "C", "H", "H", "H", "H", "H", "H", "H"], "coordinates": [[1.2643, 0.9216, 0.5029], [4.9005, 0.0911, -1.0353], [3.7612, 0.4654, -0.7891], [2.9280, -0.0328, 0.1269], [3.3141, -1.0918, 1.0183], [2.2251, -1.2880, 2.0405], [2.2837, -2.3076, 2.9779], [1.2772, -2.4300, 3.9186], [0.2276, -1.5255, 3.9063], [0.2146, -0.5405, 2.9413], [1.1853, -0.4253, 2.0264], [3.1009, 1.5980, -1.5505], [3.7053, 2.1686, -2.6477], [3.0280, 3.1623, -3.3373], [1.7733, 3.5521, -2.9010], [1.2277, 2.9440, -1.7821], [1.8839, 1.9901, -1.1254], [4.2521, -0.8605, 1.5386], [3.4868, -2.0315, 0.4791], [3.1219, -2.9912, 2.9615], [1.3124, -3.2230, 4.6542], [-0.5828, -1.5823, 4.6184], [-0.5828, 0.1864, 2.8683], [4.6754, 1.7976, -2.9448], [3.4702, 3.6177, -4.2135], [1.2060, 4.3146, -3.4153], [0.2510, 3.2025, -1.4002], [-1.7790, 1.0223, -1.8994], [-2.0847, 1.2940, 0.0172], [-0.6001, 2.2291, 1.0829], [-2.3829, -0.3003, 0.8662], [-1.6404, -1.4049, 0.4503], [-1.7719, -2.6238, 1.0940], [-2.6491, -2.7559, 2.1631], [-3.3956, -1.6636, 2.5784], [-3.2662, -0.4402, 1.9313], [-3.5775, 2.2767, 0.3651], [-3.7368, 2.9787, 1.5580], [-4.9064, 3.6839, 1.8013], [-5.9224, 3.6933, 0.8562], [-5.7653, 3.0012, -0.3361], [-4.5965, 2.2969, -0.5833], [-0.9616, -1.2959, -0.3878], [-1.1922, -3.4753, 0.7593], [-2.7592, -3.7101, 2.6628], [-4.0916, -1.7625, 3.4018], [-3.8621, 0.4014, 2.2590], [-2.9397, 2.9837, 2.2907], [-5.0201, 4.2319, 2.7278], [-6.8333, 4.2467, 1.0459], [-6.5516, 3.0145, -1.0796], [-4.4563, 1.7685, -1.5177], [1.2676, -3.3556, -1.0034], [1.8057, -2.4402, -2.0655], [3.1243, -2.5008, -2.4863], [3.5797, -1.5952, -3.4348], [2.8212, -0.6452, -3.9712], [1.5486, -0.5961, -3.5692], [0.9997, -1.4637, -2.6432], [1.9841, -4.1361, -0.7470], [0.3397, -3.8299, -1.3275], [1.0448, -2.7881, -0.0950], [3.8075, -3.2343, -2.0746], [4.6147, -1.6235, -3.7561], [0.9359, 0.1893, -4.0009], [-0.0418, -1.3530, -2.3696]], "nbo_charge": [0.76, -0.64, 0.62, -0.62, -0.27, 0.25, -0.25, -0.14, -0.26, 0.08, -0.46, 0.14, -0.20, -0.14, -0.25, 0.07, -0.43, 0.23, 0.22, 0.23, 0.22, 0.23, 0.24, 0.26, 0.22, 0.23, 0.25, -0.63, 1.14, -0.57, -0.30, -0.23, -0.22, -0.20, -0.22, -0.22, -0.32, -0.22, -0.22, -0.20, -0.20, -0.21, 0.24, 0.21, 0.21, 0.22, 0.23, 0.23, 0.22, 0.21, 0.21, 0.24, -0.64, 0.03, -0.27, 0.05, -0.44, 0.04, -0.27, 0.22, 0.23, 0.22, 0.21, 0.20, 0.20, 0.23]}

{"formula": "C30H28AuF3N3Sb", "method": "the ωB97M-V functional and the def2-TZVPD basis", "fmax_ev_per_a": 1.14, "homo_ev": [-14.3, -14.3], "lumo_energy_ha": [-0.293, -0.293], "de_lowest_kj_mol": 37.5, "charge": 2, "elements": ["Au", "C", "N", "C", "C", "C", "C", "C", "C", "C", "C", "H", "H", "H", "H", "H", "H", "H", "H", "H", "H", "H", "H", "F", "C", "C", "C", "C", "C", "C", "Sb", "C", "C", "C", "C", "F", "C", "C", "C", "C", "C", "C", "F", "C", "C", "H", "H", "H", "H", "H", "H", "H", "H", "H", "H", "H", "H", "N", "C", "C", "N", "C", "H", "H", "H", "H"], "coordinates": [[-0.6678, -1.4302, -1.0530], [-3.4638, -1.9543, -2.3855], [-2.8036, -0.7663, -1.7964], [-3.5323, -0.3145, -0.6107], [-2.6587, 0.3217, -2.8000], [-1.2226, 0.5486, -3.1637], [-0.8580, 1.3373, -4.2518], [0.4658, 1.4111, -4.6553], [1.4509, 0.6948, -3.9890], [1.1224, -0.0495, -2.8662], [-0.2090, -0.1105, -2.4744], [-4.4821, -1.7108, -2.7038], [-3.5095, -2.7486, -1.6420], [-2.8959, -2.2944, -3.2495], [-4.5748, -0.0883, -0.8575], [-3.0670, 0.5922, -0.2265], [-3.5184, -1.0933, 0.1533], [-3.1133, 1.2325, -2.4053], [-3.2332, 0.0485, -3.6874], [-1.6223, 1.8584, -4.8161], [0.7290, 2.0144, -5.5138], [2.4778, 0.7325, -4.3275], [1.8974, -0.5761, -2.3234], [3.8942, -3.0915, 4.4194], [3.1361, -2.3506, 3.6191], [2.3460, -1.3607, 4.1771], [1.5563, -0.5935, 3.3344], [1.5731, -0.8238, 1.9596], [2.3654, -1.8397, 1.4273], [3.1630, -2.6081, 2.2562], [0.4254, 0.3734, 0.6893], [-0.6069, 1.7416, 1.8857], [0.1027, 2.8912, 2.2375], [-0.4840, 3.8345, 3.0633], [-1.7743, 3.6120, 3.5139], [-2.3409, 4.5186, 4.2986], [-2.4958, 2.4768, 3.1827], [-1.9005, 1.5353, 2.3618], [1.7914, 1.5958, -0.3127], [3.1498, 1.2963, -0.3335], [4.0329, 2.1219, -1.0129], [3.5295, 3.2416, -1.6508], [4.3695, 4.0352, -2.3091], [2.1842, 3.5742, -1.6269], [1.3133, 2.7392, -0.9523], [2.3633, -1.2011, 5.2465], [0.9390, 0.1898, 3.7598], [2.3641, -2.0473, 0.3616], [3.7990, -3.3950, 1.8743], [1.1076, 3.0647, 1.8729], [0.0381, 4.7344, 3.3579], [-3.4957, 2.3469, 3.5728], [-2.4487, 0.6337, 2.1235], [3.5402, 0.4273, 0.1824], [5.0947, 1.9200, -1.0438], [1.8456, 4.4690, -2.1310], [0.2584, 2.9916, -0.9333], [-0.8872, -4.4890, 1.9504], [-0.7705, -5.2765, 0.8321], [-0.7351, -4.4200, -0.2181], [-0.8215, -3.1215, 0.2566], [-0.9143, -3.2061, 1.5720], [-0.9427, -4.8170, 2.9022], [-0.7277, -6.3497, 0.8828], [-0.6514, -4.6441, -1.2675], [-0.9965, -2.3852, 2.2633]], "nbo_charge": [1.00, -0.43, -0.47, -0.43, -0.25, -0.12, -0.19, -0.17, -0.20, -0.28, -0.12, 0.21, 0.21, 0.22, 0.22, 0.21, 0.21, 0.23, 0.23, 0.24, 0.24, 0.24, 0.23, -0.29, 0.43, -0.26, -0.19, -0.48, -0.14, -0.28, 1.48, -0.43, -0.19, -0.28, 0.52, -0.29, -0.29, -0.20, -0.44, -0.20, -0.29, 0.51, -0.30, -0.29, -0.20, 0.26, 0.23, 0.21, 0.25, 0.24, 0.26, 0.26, 0.22, 0.23, 0.26, 0.25, 0.23, -0.47, -0.05, -0.09, -0.61, 0.22, 0.45, 0.26, 0.24, 0.23]}